[1]
{"formula": "CH4BNO3", "method": "ωB97M-V/def2-TZVPD", "symbols": ["N", "C", "O", "B", "O", "O", "H", "H", "H", "H"], "xyz": [[-0.457, 0.190, -1.896], [0.143, -0.433, -0.870], [0.560, -1.731, -1.184], [0.299, 0.060, 0.714], [-0.848, 0.588, 1.310], [1.426, 0.067, 1.421], [-1.138, 0.826, -1.564], [-0.561, -0.530, -2.603], [-0.931, 0.696, 2.297], [1.507, 0.267, 2.376]], "forces_ev_per_angstrom": [[1.065, -0.460, 1.353], [2.684, -7.212, -0.643], [-1.701, 6.647, 2.212], [-1.695, 1.089, 0.343], [-0.581, -0.406, 0.355], [1.905, -0.669, 0.338], [-1.019, 0.809, -0.638], [-0.664, 0.537, -0.423], [0.567, -0.220, -1.755], [-0.561, -0.115, -1.142]], "homo_lumo_gap_ev": 9.4, "smiles": "NC(=O)B(O)O", "total_charge": 0, "homo_energy_ev": -9.3735, "e_lumo_ev": 0.1, "relative_energy_kcal_mol": 40.1}

[2]
{"formula": "C17H21N3O3", "method": "ωB97M-V/def2-TZVPD", "symbols": ["O", "C", "O", "C", "C", "O", "H", "H", "H", "H", "C", "C", "C", "N", "C", "C", "H", "H", "H", "H", "H", "C", "C", "C", "N", "C", "C", "H", "H", "H", "H", "H", "C", "C", "C", "C", "N", "H", "H", "H", "H", "H", "H", "H"], "xyz": [[-7.111, 11.068, -10.548], [-6.725, 12.037, -11.126], [-7.358, 12.540, -12.208], [-6.515, 13.434, -12.893], [-5.192, 13.413, -12.104], [-5.535, 12.650, -10.962], [-6.330, 13.133, -13.922], [-6.799, 14.486, -12.976], [-4.759, 14.376, -11.857], [-4.464, 12.910, -12.746], [-3.901, 8.832, -11.923], [-3.464, 7.520, -11.827], [-2.181, 7.257, -12.286], [-1.417, 8.132, -12.922], [-1.815, 9.414, -12.897], [-3.033, 9.836, -12.363], [-4.906, 9.174, -11.705], [-4.169, 6.744, -11.568], [-1.893, 6.210, -12.272], [-1.063, 10.114, -13.243], [-3.359, 10.864, -12.405], [-1.708, 12.389, -10.499], [-1.575, 12.198, -9.126], [-1.998, 13.226, -8.287], [-2.610, 14.347, -8.726], [-2.704, 14.481, -10.050], [-2.293, 13.531, -10.979], [-1.207, 11.726, -11.192], [-1.181, 11.281, -8.713], [-1.847, 13.180, -7.216], [-3.149, 15.421, -10.357], [-2.273, 13.823, -12.020], [3.292, 11.150, -5.612], [1.917, 11.075, -6.304], [1.105, 12.293, -5.866], [1.506, 13.653, -6.282], [1.803, 14.723, -6.571], [3.226, 10.842, -4.574], [3.810, 12.091, -5.790], [3.959, 10.455, -6.134], [1.390, 10.172, -5.996], [1.913, 11.032, -7.393], [1.071, 12.465, -4.785], [0.062, 12.235, -6.192]], "forces_ev_per_angstrom": [[0.138, 0.828, 0.431], [0.276, -1.152, -0.911], [-0.487, 0.581, -0.221], [1.332, 1.360, -0.514], [-0.406, -0.549, -1.078], [0.518, -0.104, 0.737], [-0.301, -0.492, 0.054], [-1.110, -0.278, 0.456], [-0.393, 0.088, 0.362], [0.245, -0.328, 0.550], [-0.090, 0.972, -0.034], [-0.406, 0.972, -0.383], [-0.819, -0.872, -0.690], [0.261, 0.443, 0.817], [0.133, -0.118, 0.552], [0.254, -1.125, -0.545], [-0.104, -0.481, 0.337], [0.270, -0.157, 0.333], [0.509, 0.119, -0.086], [-0.202, 0.156, -0.363], [0.119, 0.070, 0.073], [0.802, -0.425, -0.037], [-0.402, 0.495, 0.098], [-0.590, 0.272, -0.451], [0.844, -0.688, -0.262], [-0.524, 0.088, 0.604], [0.457, 1.069, 0.371], [-0.320, -0.320, 0.071], [0.240, 0.049, -0.042], [-0.105, -0.138, 0.091], [-0.013, 0.002, -0.207], [-0.126, -0.325, -0.103], [0.356, -1.002, -1.742], [0.191, 0.911, 0.706], [-1.138, 1.086, 0.225], [0.527, -0.641, -0.571], [0.002, 0.087, -0.005], [0.069, 0.353, 0.127], [-0.392, 0.329, 0.485], [-0.041, -0.280, 0.342], [-0.059, 0.069, 0.195], [0.515, 0.143, -0.025], [-0.026, -0.811, 0.162], [-0.004, -0.255, 0.087]], "homo_lumo_gap_ev": 10.2, "smiles": "O=C1OCCO1.c1ccncc1.c1ccncc1.CCCC#N", "total_charge": 0, "homo_energy_ev": -9.8193, "e_lumo_ev": 0.4, "relative_energy_kcal_mol": 109.6}

[3]
{"formula": "C24H21N3OS", "method": "ωB97M-V/def2-TZVPD", "symbols": ["C", "C", "C", "N", "C", "C", "C", "C", "C", "C", "C", "C", "C", "C", "C", "C", "N", "C", "N", "C", "O", "C", "C", "C", "C", "C", "C", "C", "S", "H", "H", "H", "H", "H", "H", "H", "H", "H", "H", "H", "H", "H", "H", "H", "H", "H", "H", "H", "H", "H"], "xyz": [[-6.706, -0.407, -1.312], [-6.163, -0.689, 0.092], [-4.751, -0.245, 0.193], [-3.730, -1.004, 0.028], [-2.551, -0.337, 0.084], [-1.296, -1.062, -0.155], [-0.428, -0.659, -1.166], [0.775, -1.317, -1.337], [1.116, -2.372, -0.511], [0.248, -2.803, 0.484], [0.636, -3.934, 1.386], [-0.962, -2.146, 0.647], [-2.667, 1.015, 0.333], [-1.610, 1.999, 0.430], [-1.818, 3.342, 0.098], [-0.729, 4.192, 0.081], [0.516, 3.793, 0.288], [0.710, 2.522, 0.628], [2.046, 2.149, 0.694], [2.553, 0.891, 0.902], [1.953, 0.010, 1.481], [3.911, 0.672, 0.330], [4.714, -0.316, 0.892], [5.941, -0.621, 0.334], [6.369, 0.047, -0.802], [5.567, 1.018, -1.378], [4.343, 1.334, -0.817], [-0.324, 1.608, 0.793], [-4.348, 1.441, 0.461], [-6.108, -0.928, -2.055], [-6.673, 0.660, -1.524], [-7.735, -0.747, -1.392], [-6.199, -1.761, 0.292], [-6.770, -0.164, 0.832], [-0.695, 0.175, -1.800], [1.457, -0.997, -2.111], [2.069, -2.866, -0.636], [1.422, -3.605, 2.065], [-0.211, -4.271, 1.977], [1.020, -4.773, 0.808], [-1.649, -2.455, 1.421], [-2.804, 3.698, -0.158], [-0.843, 5.242, -0.154], [2.673, 2.883, 0.392], [4.352, -0.836, 1.766], [6.562, -1.386, 0.777], [7.323, -0.197, -1.247], [5.892, 1.526, -2.275], [3.714, 2.069, -1.299], [-0.112, 0.613, 1.140]], "forces_ev_per_angstrom": [[-0.044, -0.067, 0.145], [-0.238, 0.015, -0.180], [-0.089, 0.872, 0.286], [-0.256, -0.898, -0.099], [0.093, 1.096, 0.132], [0.202, -0.184, -0.192], [-0.142, -0.101, 0.034], [0.068, 0.008, -0.086], [-0.079, -0.005, -0.002], [0.019, -0.023, -0.060], [0.043, 0.029, 0.009], [0.039, 0.152, -0.101], [-0.544, -0.600, -0.052], [0.584, 0.582, 0.027], [0.017, -0.198, 0.071], [-0.184, 0.029, -0.087], [0.466, -0.058, 0.111], [-0.566, 0.019, -0.033], [0.320, 0.224, -0.005], [-0.050, 0.065, 0.102], [0.021, -0.017, 0.063], [0.273, -0.176, -0.154], [-0.139, 0.100, 0.040], [0.017, -0.024, 0.027], [0.004, 0.037, -0.060], [0.126, 0.023, -0.082], [-0.075, -0.025, 0.143], [-0.119, 0.114, 0.104], [0.317, -0.724, -0.069], [0.034, -0.016, -0.083], [-0.020, 0.067, -0.074], [-0.109, -0.008, -0.061], [0.028, 0.072, 0.096], [-0.015, -0.100, 0.040], [-0.026, 0.065, -0.044], [0.050, 0.015, -0.080], [0.108, -0.067, -0.019], [0.051, -0.051, 0.094], [-0.018, -0.066, 0.055], [0.019, -0.088, 0.024], [-0.069, -0.065, 0.083], [-0.050, 0.100, -0.058], [-0.102, 0.067, -0.028], [-0.061, -0.142, 0.028], [-0.037, -0.062, 0.065], [0.042, -0.052, 0.054], [0.083, -0.021, -0.031], [0.024, 0.030, -0.057], [-0.053, 0.044, -0.026], [0.035, 0.018, -0.011]], "homo_lumo_gap_ev": 8.4, "smiles": "CCc1nc(-c2cccc(C)c2)c(-c2ccnc(NC(=O)c3ccccc3)c2)s1", "total_charge": 0, "homo_energy_ev": -8.1714, "e_lumo_ev": 0.2, "relative_energy_kcal_mol": 3.1}

> Which formula does entry 2 have?

C17H21N3O3